(1)
Molecular formula: CH4NOP
Method: DFT, ωB97M-V/def2-TZVPD

Values from the calculation:
- total energy (eV) = -13922.886
- energy relative to the best compared isomer or geometry (same formula, charge and spin) (kcal/mol) = 130.2
- gap between HOMO and LUMO (alpha / beta) (eV) = 7.87 / 8.93
- HOMO energy (alpha / beta) (eV) = -10.148 / -9.394

CARTESIAN COORDINATES (ANGSTROEM)
C1 1.187 -0.315 -0.089
N1 -0.150 -0.369 -0.382
O1 1.840 0.645 0.214
P1 -1.396 0.556 -0.102
H1 1.683 -1.400 -0.208
H2 -0.067 -1.975 1.334
H3 -1.227 1.892 0.530
H4 -1.870 0.966 -1.297

Forces on the atoms, in the same order (eV/Å):
1.22 -2.71 0.04
0.16 0.08 -0.24
-0.13 0.42 -0.03
-0.09 1.19 1.77
-0.85 2.12 0.21
-0.03 -0.04 -0.05
0.28 -1.22 -0.40
-0.57 0.15 -1.31

***

(2)
Molecular formula: CH4NOP
Method: DFT, ωB97M-V/def2-TZVPD

Values from the calculation:
- total energy (eV) = -13924.826
- energy relative to the best compared isomer or geometry (same formula, charge and spin) (kcal/mol) = 85.5
- structure (SMILES) = C1=PO1.N
- gap between HOMO and LUMO (eV) = 8.40
- HOMO energy (eV) = -8.063

CARTESIAN COORDINATES (ANGSTROEM)
C1 1.518 1.522 -1.474
N1 -1.328 -1.191 1.141
O1 0.237 1.047 -1.517
P1 1.667 0.178 -0.628
H1 -2.137 -0.797 1.593
H2 1.974 2.395 -1.849
H3 -1.391 -2.116 1.000
H4 -0.541 -1.037 1.734

Forces on the atoms, in the same order (eV/Å):
-1.01 -0.21 -0.07
0.43 3.98 0.24
1.09 0.67 -0.15
-0.05 -1.40 0.81
-0.19 -0.21 -0.02
-0.07 0.95 -0.61
-0.69 -4.02 -0.60
0.50 0.24 0.39

***

(3)
Molecular formula: CH4NOP
Method: DFT, ωB97M-V/def2-TZVPD

Values from the calculation:
- total energy (eV) = -13926.710
- energy relative to the best compared isomer or geometry (same formula, charge and spin) (kcal/mol) = 42.0
- structure (SMILES) = NP1CO1
- gap between HOMO and LUMO (eV) = 9.88
- HOMO energy (eV) = -9.012

CARTESIAN COORDINATES (ANGSTROEM)
C1 0.377 1.411 0.746
N1 -0.457 -1.155 -0.697
O1 -1.027 1.052 0.819
P1 -0.539 0.871 -0.741
H1 0.729 2.419 0.805
H2 0.900 0.638 1.242
H3 -1.317 -1.400 -0.213
H4 -0.650 -1.475 -1.653

Forces on the atoms, in the same order (eV/Å):
-0.74 -1.81 -1.26
0.08 2.91 -0.59
-0.44 1.44 0.16
0.16 -3.24 0.42
-0.36 0.62 0.34
1.04 -0.38 0.40
-0.05 0.18 0.37
0.30 0.28 0.16

***

(4)
Molecular formula: CH4NOP
Method: DFT, ωB97M-V/def2-TZVPD

Values from the calculation:
- total energy (eV) = -13925.320
- energy relative to the best compared isomer or geometry (same formula, charge and spin) (kcal/mol) = 74.1
- structure (SMILES) = C=NOP
- gap between HOMO and LUMO (eV) = 10.51
- HOMO energy (eV) = -9.428

CARTESIAN COORDINATES (ANGSTROEM)
C1 1.737 0.586 0.030
N1 0.529 0.888 0.105
O1 -0.407 -0.150 -0.349
P1 -1.933 0.425 0.016
H1 2.311 1.444 0.334
H2 2.037 -0.250 -0.570
H3 -1.941 -0.166 1.471
H4 -2.526 -0.790 -0.525

Forces on the atoms, in the same order (eV/Å):
-0.49 0.47 -1.11
-2.57 -0.54 0.47
1.85 1.14 -0.01
-0.14 -1.74 1.81
0.86 -0.28 0.12
0.65 -0.62 0.26
-0.31 0.87 -1.85
0.16 0.69 0.32